Record 1
{"formula": "C2H10N2O", "method": "ωB97M-V with the def2-TZVPD basis set", "species": ["C", "C", "N", "N", "H", "H", "H", "H", "H", "H", "H", "H", "H", "H", "O"], "positions_angstrom": [[0.269, -1.178, -0.061], [1.163, -0.017, -0.485], [1.809, 0.510, 0.707], [-1.524, -0.643, -0.724], [0.833, -2.123, -0.042], [-0.125, -1.078, 0.943], [1.888, -0.358, -1.234], [0.500, 0.739, -0.953], [1.052, 0.774, 1.333], [2.406, 1.294, 0.485], [-0.688, -1.415, -0.809], [-2.368, -0.830, -1.267], [-2.217, 1.943, 1.074], [-1.628, 0.815, 0.212], [-1.369, 1.565, 0.822]], "lumo_ev": -0.90, "energy_ha": -266.73076, "orbital_gap_ev": 7.89}


Record 2
{"formula": "C3H9NO3", "method": "ωB97M-V with the def2-TZVPD basis set", "species": ["C", "N", "C", "C", "O", "O", "H", "H", "H", "H", "H", "H", "H", "O", "H", "H"], "positions_angstrom": [[-0.970, 1.497, 2.190], [-0.907, 2.029, 0.828], [0.181, 1.529, -0.018], [-0.326, 0.675, -1.187], [-1.184, 1.044, -1.925], [0.359, -0.497, -1.293], [-1.882, 1.813, 2.673], [-0.051, 1.844, 2.652], [-0.931, 0.400, 2.216], [-1.761, 1.975, 0.288], [0.857, 1.056, 0.696], [0.599, 2.337, -0.628], [-0.046, -1.148, -1.856], [1.907, -4.875, -1.912], [2.346, -5.559, -1.399], [1.808, -4.119, -1.327]], "lumo_ev": 0.41, "smiles": "CNCC(=O)O.O", "energy_ha": -400.16665, "orbital_gap_ev": 9.22}


Record 3
{"formula": "C5H6N", "method": "ωB97M-V with the def2-TZVPD basis set", "species": ["C", "C", "C", "C", "C", "N", "H", "H", "H", "H", "H", "H"], "positions_angstrom": [[1.927, -1.237, 0.107], [0.149, 0.506, -0.031], [-1.635, -1.172, -0.117], [0.513, 1.770, -0.005], [-1.223, 0.042, 0.224], [1.143, -0.431, 0.078], [2.789, -1.832, 0.026], [-0.751, -1.759, -0.318], [-2.604, -1.648, -0.049], [1.497, 2.090, -0.059], [0.013, 2.713, -0.165], [-1.816, 0.960, 0.309]], "lumo_ev": [-4.19, -7.97], "spin_multiplicity": 3, "total_charge": 1, "energy_ha": -248.36873, "orbital_gap_ev": [6.96, 8.18]}


Record 4
{"formula": "C5H20NO6", "method": "ωB97M-V with the def2-TZVPD basis set", "species": ["O", "C", "C", "C", "C", "C", "N", "H", "H", "H", "H", "H", "H", "H", "H", "H", "H", "H", "H", "O", "H", "H", "O", "H", "H", "O", "H", "H", "O", "H", "H", "O"], "positions_angstrom": [[1.018, -0.188, 2.255], [0.733, 0.966, 2.461], [-0.665, 1.504, 2.565], [-1.781, 0.755, 1.835], [-1.427, 0.150, 0.504], [-1.257, -1.147, 0.420], [-0.660, -1.791, -0.752], [1.526, 1.738, 2.411], [-0.959, 1.636, 3.609], [-0.718, 2.536, 2.206], [-2.331, 0.051, 2.461], [-2.548, 1.491, 1.601], [-1.210, 0.794, -0.337], [-1.502, -1.870, 1.183], [-0.969, -1.379, -1.640], [-0.853, -2.798, -0.789], [0.378, -1.699, -0.725], [2.489, -0.281, -0.403], [1.608, 0.566, -1.144], [1.679, -0.380, -0.935], [-1.395, 0.094, -3.857], [0.001, -0.459, -3.937], [-0.786, -0.485, -3.380], [4.684, 1.396, -1.897], [4.050, 0.036, -2.036], [4.263, 0.704, -1.373], [-1.815, -4.731, 0.981], [-0.326, -4.682, 0.738], [-1.168, -4.481, 0.310], [0.428, 4.205, -1.364], [-0.654, 4.095, -0.356], [0.167, 3.654, -0.615]], "lumo_ev": -2.54, "total_charge": 1, "energy_ha": -708.45841, "orbital_gap_ev": 9.93}


Record 5
{"formula": "C39H37F5FeN3O2PS2", "method": "ωB97M-V with the def2-TZVPD basis set", "species": ["Fe", "C", "C", "C", "C", "C", "C", "P", "C", "C", "C", "C", "C", "C", "C", "C", "C", "C", "C", "C", "H", "H", "H", "H", "H", "H", "H", "H", "H", "H", "H", "H", "H", "H", "N", "C", "C", "C", "C", "C", "N", "C", "C", "C", "C", "C", "N", "H", "H", "H", "H", "H", "H", "H", "H", "H", "C", "C", "S", "O", "C", "C", "H", "H", "H", "H", "H", "H", "H", "H", "H", "H", "C", "O", "H", "H", "H", "H", "F", "C", "C", "F", "C", "F", "C", "S", "C", "F", "C", "F"], "positions_angstrom": [[0.155, -0.183, 0.046], [0.320, 6.553, 1.741], [-0.978, 6.165, 1.430], [-1.312, 4.821, 1.394], [-0.354, 3.847, 1.671], [0.936, 4.247, 2.004], [1.277, 5.593, 2.030], [-0.716, 2.044, 1.588], [-2.484, 2.045, 2.051], [-2.711, 2.296, 3.405], [-3.998, 2.337, 3.916], [-5.082, 2.107, 3.080], [-4.867, 1.853, 1.734], [-3.577, 1.828, 1.218], [0.683, 2.257, -0.938], [0.625, 3.194, -2.093], [1.517, 2.988, -3.106], [2.300, 1.816, -3.176], [2.013, 0.713, -2.315], [1.190, 0.885, -1.252], [0.580, 7.604, 1.767], [-1.730, 6.913, 1.214], [-2.326, 4.524, 1.151], [1.678, 3.495, 2.249], [2.286, 5.889, 2.284], [-1.869, 2.467, 4.070], [-4.151, 2.534, 4.970], [-6.089, 2.120, 3.477], [-5.707, 1.673, 1.075], [-3.427, 1.623, 0.169], [-0.807, 4.482, -1.154], [1.571, 3.699, -3.925], [3.014, 1.704, -3.981], [2.403, -0.270, -2.562], [-2.405, -0.012, -2.703], [-2.467, -1.318, -2.228], [-3.234, -2.231, -2.967], [-3.325, -3.526, -2.511], [-2.668, -3.879, -1.337], [-1.926, -2.910, -0.691], [-1.804, -1.653, -1.130], [-1.881, 1.124, -2.114], [-2.114, 2.325, -2.937], [-1.662, 3.583, -2.905], [-0.494, 4.179, -2.159], [-0.610, 1.837, -0.228], [-1.507, 1.054, -0.874], [-2.831, 0.130, -3.603], [-3.746, -1.915, -3.867], [-3.915, -4.251, -3.058], [-2.738, -4.876, -0.924], [-1.401, -3.117, 0.232], [-2.904, 2.153, -3.664], [-2.165, 4.257, -3.592], [-0.186, 5.092, -2.673], [1.328, 2.708, -0.161], [0.867, -3.999, -2.900], [1.882, -4.074, -1.773], [1.223, -3.261, -0.317], [1.130, -1.822, -0.797], [2.665, -3.325, 0.773], [2.428, -4.247, 1.957], [1.265, -4.488, -3.789], [0.650, -2.959, -3.142], [-0.070, -4.487, -2.626], [2.815, -3.565, -2.026], [2.106, -5.103, -1.481], [2.778, -2.281, 1.070], [3.536, -3.619, 0.184], [1.565, -3.911, 2.529], [3.305, -4.244, 2.605], [2.258, -5.276, 1.636], [2.683, 0.297, 2.548], [2.224, 0.192, 1.204], [2.965, 1.324, 2.792], [3.539, -0.362, 2.724], [1.852, -0.014, 3.174], [2.877, 0.494, 0.564], [-4.446, -0.446, 6.106], [-3.507, -0.729, 5.197], [-2.207, -0.300, 5.375], [-1.890, 0.421, 6.458], [-1.253, -0.569, 4.412], [-0.017, -0.105, 4.651], [-1.535, -1.270, 3.242], [-0.296, -1.617, 2.051], [-2.855, -1.697, 3.108], [-3.237, -2.388, 2.027], [-3.830, -1.434, 4.053], [-5.086, -1.851, 3.864]], "lumo_ev": [0.29, -0.17], "spin_multiplicity": 5, "energy_ha": -4723.65409, "orbital_gap_ev": [6.18, 6.78]}


Record 6
{"formula": "C3H2Br4F2", "method": "ωB97M-V with the def2-TZVPD basis set", "species": ["C", "C", "C", "F", "F", "Br", "Br", "Br", "Br", "H", "H"], "positions_angstrom": [[-1.039, 0.107, -0.424], [-2.016, 0.179, 0.504], [-1.421, -3.407, -1.774], [-1.877, -2.759, -0.727], [-2.021, -4.562, -1.740], [-1.780, -2.271, -3.240], [-3.555, 1.225, 0.333], [-2.101, -0.830, 2.102], [0.532, -3.855, -1.653], [-0.933, 0.874, -1.163], [-0.170, -0.497, -0.137]], "lumo_ev": -0.08, "energy_ha": -10611.24755, "orbital_gap_ev": 9.51}


Record 7
{"formula": "C8H13N3S", "method": "ωB97M-V with the def2-TZVPD basis set", "species": ["C", "C", "C", "C", "C", "C", "C", "C", "N", "N", "N", "S", "H", "H", "H", "H", "H", "H", "H", "H", "H", "H", "H", "H", "H"], "positions_angstrom": [[-0.308, -2.595, -0.708], [-1.506, -2.695, -0.033], [0.380, -1.389, -0.513], [-1.461, -0.398, 0.658], [0.417, 0.958, 0.130], [2.558, -0.215, -0.185], [-1.976, 0.838, 1.346], [0.536, 1.673, -1.226], [-0.245, -0.208, 0.051], [-2.056, -1.575, 0.600], [1.781, -1.255, -0.552], [3.770, -0.583, 1.060], [0.243, -3.318, -1.218], [-2.105, -3.688, -0.043], [0.294, 1.525, 0.946], [2.554, 0.769, -0.630], [-3.129, 0.762, 1.586], [-1.876, 1.687, 0.810], [-1.568, 0.833, 2.251], [1.438, 2.295, -1.126], [-0.320, 2.208, -1.302], [0.755, 1.105, -2.117], [-2.963, -1.563, 1.083], [2.333, -2.151, -0.489], [4.748, 0.274, 0.713]], "lumo_ev": [-8.57, -9.98], "spin_multiplicity": 3, "total_charge": 2, "energy_ha": -874.28430, "orbital_gap_ev": [5.68, 7.95]}


Record 8
{"formula": "C3H12O3", "method": "ωB97M-V with the def2-TZVPD basis set", "species": ["C", "O", "H", "H", "H", "H", "C", "O", "H", "H", "H", "H", "C", "O", "H", "H", "H", "H"], "positions_angstrom": [[2.796, 0.316, -4.477], [3.946, -0.463, -4.001], [3.136, 0.993, -5.260], [2.022, -0.357, -4.845], [2.224, 0.811, -3.693], [4.722, 0.081, -3.848], [1.973, -2.049, 1.924], [1.680, -0.674, 2.159], [1.044, -2.611, 2.018], [2.254, -2.287, 0.898], [2.660, -2.621, 2.547], [0.732, -0.582, 2.046], [-5.056, 1.597, 2.725], [-3.844, 1.360, 1.963], [-5.334, 0.702, 3.281], [-4.935, 2.427, 3.420], [-5.916, 1.751, 2.072], [-4.103, 1.606, 1.072]], "lumo_ev": 0.74, "smiles": "CO.CO.CO", "energy_ha": -347.13219, "orbital_gap_ev": 11.08}